# C28H54O23S5

A cluster of 11 separate species, C28H54O23S5 in total in a non-equilibrium geometry (ωB97M-V/def2-TZVPD, OMol25).

Geometry as XYZ:
```
110
C28H54O23S5, DFT ωB97M-V/def2-TZVPD
C -6.8529 -4.0947 19.1672
C -7.2006 -5.5795 19.2735
O -5.9001 -6.1392 19.0158
C -4.9187 -5.1904 19.1028
O -3.7173 -5.4238 19.0327
O -5.4640 -4.0199 19.5079
H -7.4280 -3.4871 19.8659
H -7.1018 -3.7010 18.1818
H -7.9574 -5.7708 18.5127
H -7.6076 -5.7428 20.2714
C -10.9578 -11.5957 24.3319
C -10.5322 -10.6340 23.2554
O -9.7707 -11.5011 22.4313
C -10.2058 -12.7153 22.5882
O -10.1096 -13.6311 21.7714
O -10.9631 -12.8338 23.7533
H -11.9941 -11.4611 24.6417
H -10.4140 -11.5477 25.2753
H -9.6866 -10.0504 23.6193
H -11.3539 -10.2433 22.6551
C -13.7771 0.6452 28.4898
C -13.9374 -0.5852 29.4508
O -12.7444 -1.2822 29.2139
C -11.8094 -0.5098 28.6658
O -10.5938 -0.6863 28.5791
O -12.3964 0.6027 28.2080
H -14.2409 1.5082 28.9673
H -14.2206 0.5151 27.5026
H -14.8017 -1.1807 29.1567
H -14.1039 -0.5030 30.5248
C -12.1633 -6.9863 29.4515
C -12.4454 -8.4378 29.6991
O -11.1371 -8.9409 29.8132
C -10.2557 -8.0448 29.3521
O -8.9835 -8.2909 29.2839
O -10.8283 -6.9583 28.9828
H -12.4253 -6.2692 30.2294
H -12.9060 -6.8506 28.6653
H -12.9594 -9.0748 28.9793
H -12.9349 -8.4907 30.6715
C -21.5066 2.7765 25.9769
C -20.5516 3.7351 25.2100
O -19.3361 3.1022 25.2740
C -19.5453 1.7592 25.3618
O -18.6634 0.9472 25.4444
O -20.7402 1.6011 25.9988
H -22.5020 2.7391 25.5343
H -21.5980 3.1956 26.9790
H -20.5318 4.7742 25.5385
H -20.7326 3.8367 24.1399
C -20.4330 4.0037 19.4658
C -21.5471 3.1150 18.8048
O -20.8203 1.8582 18.7408
C -19.8062 1.8288 19.5904
O -19.3607 0.7992 20.0538
O -19.5916 3.1016 20.0988
H -20.8381 4.7857 20.1081
H -19.9944 4.4984 18.5992
H -21.6956 3.4582 17.7810
H -22.5030 3.2780 19.3028
C -12.6238 -4.3941 23.5608
S -13.1062 -3.2194 22.2842
O -13.7545 -3.9937 21.1904
C -14.4659 -2.5154 23.2859
H -13.1646 -5.3398 23.5255
H -12.5072 -4.0466 24.5874
H -11.5539 -4.5897 23.4884
H -14.2206 -2.1446 24.2811
H -15.1454 -3.3601 23.3995
H -14.9167 -1.8975 22.5094
C -15.7674 -10.5781 23.1767
S -16.3840 -9.1412 24.1696
O -15.1654 -8.6002 24.9035
C -16.5976 -8.0807 22.6431
H -15.5943 -11.3893 23.8839
H -14.8723 -10.5263 22.5569
H -16.4194 -11.0032 22.4136
H -17.0103 -7.0938 22.8524
H -17.4756 -8.4502 22.1132
H -15.6298 -8.1569 22.1475
C -4.4830 -7.9028 25.1032
S -5.3445 -6.2795 24.6447
O -6.8584 -6.4064 24.5752
C -4.8391 -5.4090 26.2226
H -4.7442 -8.2916 26.0874
H -3.4561 -7.6166 24.8757
H -4.9012 -8.7708 24.5936
H -4.9677 -4.3267 26.2317
H -3.7836 -5.5236 26.4694
H -5.3610 -5.8518 27.0708
C -16.2399 -4.5997 16.0827
S -16.1672 -3.2644 14.7332
O -17.3549 -3.4489 13.7765
C -16.3430 -1.6562 15.6930
H -17.2893 -4.6814 16.3662
H -15.6453 -4.0762 16.8313
H -15.9263 -5.6236 15.8794
H -17.3032 -1.8227 16.1813
H -16.2287 -0.9392 14.8800
H -15.6357 -1.5799 16.5189
C -14.5992 3.8684 21.4027
S -13.8719 5.6092 21.2600
O -12.7861 5.5308 20.2059
C -15.1543 6.5024 20.4355
H -14.8389 3.6683 20.3584
H -15.5267 3.6722 21.9406
H -13.8560 3.2243 21.8726
H -16.0992 6.4063 20.9704
H -15.4359 6.1140 19.4568
H -14.9096 7.5577 20.3147
```

Summary:
* energy relative to the best compared isomer or geometry (same formula, charge and spin): 7.653 eV
* total energy: -4820.37251 Ha
* max |F|: 8.121 eV Å⁻¹
* HOMO: -8.49 eV
* orbital gap: 8.271 eV

# C28H55BGeN8S3Se4Ti

A structure of composition C28H55BGeN8S3Se4Ti (ωB97M-V/def2-TZVPD, OMol25).

Geometry as XYZ:
```
101
C28H55BGeN8S3Se4Ti, DFT ωB97M-V/def2-TZVPD
Ti -1.7801 0.3798 -0.6002
C -2.2679 -2.4833 4.4699
C -2.5172 -3.3374 3.2225
C -3.7720 -2.8679 2.4901
C -2.7352 -4.7870 3.6439
N -1.2793 -3.2645 2.3650
C -0.4017 -4.3249 2.2249
C 0.7274 -3.8511 1.6738
N 0.5746 -2.4981 1.4654
B 1.8690 -1.6528 1.2185
N 2.5528 -1.8810 -0.1491
C 3.8665 -1.4633 -0.2683
C 4.2933 -1.7473 -1.5017
N 3.2437 -2.3606 -2.1764
C 2.1617 -2.4424 -1.3260
S 0.6395 -3.1354 -1.6521
C 3.3441 -2.8167 -3.5952
C 3.1485 -4.3325 -3.6753
C 2.3069 -2.0827 -4.4547
C 4.7316 -2.4773 -4.1308
N 1.6581 -0.1320 1.5070
C 1.7745 0.2982 2.8174
C 1.9351 1.6263 2.8165
N 1.9004 2.0591 1.4910
C 1.7058 0.9507 0.6927
S 1.4289 0.9111 -0.9902
C 2.4143 3.4080 1.0805
C 3.7853 3.2017 0.4269
C 1.4692 4.1408 0.1264
C 2.5739 4.2771 2.3250
C -0.6692 -2.1540 1.8550
S -1.3237 -0.5549 1.7638
H -3.1069 -2.5886 5.1607
H -2.1704 -1.4310 4.2049
H -1.3546 -2.8056 4.9784
H -4.6204 -2.9309 3.1779
H -3.9740 -3.5003 1.6274
H -3.6840 -1.8429 2.1517
H -3.6519 -4.8363 4.2302
H -1.9182 -5.1610 4.2655
H -2.8573 -5.4369 2.7741
H -0.6470 -5.3319 2.5059
H 1.6367 -4.3594 1.4001
H 2.6686 -2.0233 2.0475
H 4.3781 -0.9795 0.5487
H 5.2526 -1.5667 -1.9502
H 2.1771 -4.6180 -3.2812
H 3.9274 -4.8479 -3.1065
H 3.2089 -4.6515 -4.7191
H 1.3023 -2.3922 -4.1797
H 2.4720 -2.3226 -5.5085
H 2.4030 -1.0009 -4.3175
H 5.5178 -2.9915 -3.5732
H 4.9207 -1.4011 -4.1118
H 4.7844 -2.8112 -5.1666
H 1.7389 -0.3953 3.6421
H 2.0517 2.2971 3.6483
H 3.6863 2.6174 -0.4886
H 4.4521 2.6718 1.1125
H 4.2337 4.1667 0.1791
H 1.2975 3.5607 -0.7725
H 1.9290 5.0911 -0.1564
H 0.5145 4.3461 0.6158
H 3.3373 3.8863 3.0005
H 1.6282 4.3774 2.8639
H 2.8878 5.2710 2.0075
Se -4.1244 1.1181 -1.2036
Se -5.4777 -0.4392 -0.1434
Se -4.8546 -2.3065 -1.3875
Se -2.5659 -2.2711 -0.9696
N -0.8614 -0.1586 -2.4199
C -1.6249 -0.1254 -3.6879
C -1.3830 1.1818 -4.4248
C -2.0221 2.3682 -3.7138
N -1.5720 2.4391 -2.3087
H 0.0068 0.3519 -2.5270
H -0.5599 -1.1261 -2.2320
H -2.6842 -0.2383 -3.4749
H -1.3279 -0.9650 -4.3154
H -1.7985 1.1082 -5.4299
H -0.3025 1.3485 -4.5255
H -3.1038 2.2372 -3.7030
H -1.7938 3.2857 -4.2606
H -2.0604 3.1884 -1.8303
H -0.5808 2.6584 -2.2683
C -3.9143 2.2393 2.4824
Ge -2.6861 3.2675 1.3528
C -3.5741 4.5290 0.1241
C -1.7425 4.4721 2.6104
C -1.3493 2.0891 0.5314
H -4.6292 2.8955 2.9844
H -3.3313 1.7106 3.2407
H -4.4681 1.4990 1.9101
H -4.2817 5.1282 0.7037
H -4.1264 4.0409 -0.6772
H -2.8363 5.2122 -0.3090
H -2.4791 5.0232 3.2038
H -1.1224 5.2039 2.0846
H -1.1063 3.9073 3.2987
H -0.7646 1.7659 1.3937
H -0.6779 2.6962 -0.0748
```

Summary:
* energy relative to the best compared isomer or geometry (same formula, charge and spin): 0.000 eV
* total energy: -15289.73670 Ha
* max |F|: 0.735 eV Å⁻¹
* HOMO: -6.65 eV
* orbital gap: 6.158 eV

# C28H55N3O5

A cluster of 3 separate species, C28H55N3O5 in total in a non-equilibrium geometry (ωB97M-V/def2-TZVPD, OMol25).

Geometry as XYZ:
```
91
C28H55N3O5, DFT ωB97M-V/def2-TZVPD
C 4.7789 3.1298 1.0847
C 3.5939 4.0238 0.4177
C 3.3522 5.2596 1.4080
C 2.2813 3.1738 0.0517
C 0.9505 3.5989 0.8334
C -0.2576 2.7316 0.1900
C -1.6306 2.8176 1.0185
C -1.7888 4.1186 1.9452
C -3.3854 4.3456 2.1311
N -4.3383 4.3259 1.0127
O -3.8605 4.5068 3.2854
O -0.4644 2.9797 -1.2296
C -0.5455 4.3594 -1.5308
O -1.4301 5.1391 -1.0870
H 4.6959 3.1146 2.2331
H 5.7536 3.7066 0.8620
H 4.7957 2.0732 0.6448
H 4.0410 4.4215 -0.5642
H 3.0788 4.9357 2.4647
H 4.3601 5.8205 1.4885
H 2.6020 6.0046 0.9520
H 2.5004 2.0719 0.3639
H 2.1165 3.1197 -1.0905
H 1.0285 3.2402 1.9269
H 0.7348 4.7162 0.8552
H 0.0974 1.6356 0.2708
H -1.6718 1.8841 1.6991
H -2.4858 2.6825 0.2693
H -1.3104 5.0650 1.5135
H -1.3522 3.8787 2.9850
H -4.7679 3.4037 0.8732
H -3.9427 4.7106 0.1451
H 0.2936 4.7799 -2.2028
C 1.4242 -3.9540 0.6467
C 2.3904 -2.7587 0.4553
C 3.7938 -3.1847 0.9303
C 3.8710 -3.3265 2.4487
C 3.4044 -2.0556 3.1480
C 2.0466 -1.5084 2.6523
N 1.9034 -1.5346 1.1667
O 2.6007 -0.4749 0.6759
C 0.8716 -2.2913 3.2820
C 1.8763 -0.0839 3.2509
C 2.3901 -2.5569 -1.0811
H 1.6560 -4.7535 -0.0637
H 1.4926 -4.4271 1.6240
H 0.3853 -3.6569 0.4749
H 4.5440 -2.4557 0.6020
H 4.0753 -4.1366 0.4674
H 3.2817 -4.1822 2.7902
H 4.9051 -3.5401 2.7393
H 3.3613 -2.2390 4.2278
H 4.1796 -1.2933 3.0034
H -0.0860 -1.9538 2.8742
H 0.8304 -2.1362 4.3670
H 0.9328 -3.3687 3.1502
H 2.7114 0.5768 3.0036
H 1.8315 -0.1243 4.3430
H 0.9514 0.3864 2.9010
H 1.3927 -2.2708 -1.4311
H 2.6658 -3.4797 -1.5991
H 3.0986 -1.7953 -1.4146
C -4.3731 -2.0124 -4.2012
C -3.0187 -2.6029 -3.7364
C -3.3010 -3.7545 -2.7512
C -3.8272 -3.2499 -1.4095
C -2.8927 -2.2098 -0.8038
C -2.4820 -1.0733 -1.7673
N -2.1355 -1.5537 -3.1380
O -0.8780 -2.0659 -3.0821
C -3.5996 -0.0107 -1.8779
C -1.3241 -0.2907 -1.0896
C -2.4166 -3.1657 -5.0494
H -4.9005 -2.7213 -4.8471
H -5.0696 -1.8095 -3.3906
H -4.2297 -1.0929 -4.7760
H -2.3900 -4.3399 -2.5794
H -4.0295 -4.4496 -3.1825
H -4.8333 -2.8346 -1.5173
H -3.9244 -4.0945 -0.7190
H -3.3626 -1.7883 0.0924
H -1.9947 -2.7338 -0.4539
H -3.3400 0.7539 -2.6159
H -3.7499 0.5049 -0.9212
H -4.5744 -0.4150 -2.1402
H -0.4842 -0.9359 -0.8177
H -1.6617 0.1772 -0.1600
H -0.9483 0.5051 -1.7399
H -2.2280 -2.3574 -5.7631
H -3.1049 -3.8695 -5.5257
H -1.4812 -3.7080 -4.8945
```

Summary:
* total energy: -1640.11160 Ha
* ⟨S²⟩: 2.0090
* max |F|: 4.869 eV Å⁻¹
* HOMO (spin up / spin down): -9.05 / -9.61 eV
* spin multiplicity: 3
* orbital gap (spin up / spin down): 9.538 / 9.266 eV

# C28H56AgAsCoF6O21

A structure of composition C28H56AgAsCoF6O21 in a non-equilibrium geometry (ωB97M-V/def2-TZVPD, OMol25).

Geometry as XYZ:
```
114
C28H56AgAsCoF6O21, DFT ωB97M-V/def2-TZVPD
Co 2.6667 -3.6741 -1.6352
Ag -1.0847 3.4878 1.4555
As 0.3448 0.0838 0.0800
F 1.2982 1.1211 -1.0116
F -0.8947 -0.0579 -1.2605
F -0.5936 -1.0314 1.1406
F 1.6241 0.2566 1.3923
F -0.5397 1.5501 0.7164
F 1.1563 -1.3680 -0.5721
C -7.5376 -4.6932 -1.7902
C -6.5223 -3.8159 -2.5097
O -5.6864 -3.0571 -1.5520
C -4.4839 -3.4599 -1.2548
O -3.7507 -4.3024 -1.8460
O -4.1878 -2.5982 -0.2021
C -2.8281 -2.5658 0.2484
H -7.8206 -4.3531 -0.7940
H -7.1915 -5.7232 -1.7032
H -8.4915 -4.5826 -2.3059
H -7.1915 -3.1519 -3.0569
H -5.9331 -4.4104 -3.2080
H -2.0705 -2.6327 -0.5324
H -2.6119 -3.3473 0.9769
H -2.6934 -1.7199 0.9225
C 5.0389 -2.1324 3.9600
C 5.9560 -2.1954 2.7935
O 5.2858 -2.7012 1.6299
C 4.5589 -1.9663 0.6311
O 3.9600 -2.5723 -0.2883
O 4.6284 -0.6775 0.8264
C 3.9998 0.2393 -0.1169
H 4.2114 -1.4556 3.7473
H 5.5961 -1.7567 4.8181
H 4.7570 -3.0997 4.3761
H 6.7998 -2.8449 3.0266
H 6.3902 -1.2122 2.6122
H 3.7206 1.1636 0.3887
H 3.2922 -0.1189 -0.8647
H 4.8166 0.6633 -0.7011
C 3.0535 1.6595 -4.3988
C 2.9185 0.0849 -4.3849
O 1.5235 -0.2899 -4.2371
C 1.1496 -1.3505 -3.6181
O 1.9036 -2.0408 -2.9234
O -0.1927 -1.6646 -3.8158
C -0.9000 -2.4393 -2.9011
H 2.2049 2.1120 -4.9119
H 3.9288 1.9792 -4.9643
H 3.4167 2.1386 -3.4896
H 3.4552 -0.3039 -3.5196
H 3.2158 -0.2939 -5.3628
H -1.9379 -2.1071 -2.8784
H -0.4234 -2.6928 -1.9542
H -1.1152 -3.3922 -3.3847
C 2.1020 5.2558 -2.9763
C 1.5047 4.9126 -1.6383
O 2.1829 5.5760 -0.5920
C 1.6765 5.7445 0.6113
O 0.6393 5.3066 0.9987
O 2.4435 6.5636 1.3052
C 2.2102 6.8535 2.7063
H 1.6815 4.6323 -3.7653
H 3.1255 4.9118 -2.8275
H 2.1744 6.2734 -3.3602
H 1.7142 3.8678 -1.4090
H 0.4175 4.9787 -1.6790
H 1.7977 7.8401 2.9169
H 3.1523 7.0406 3.2217
H 1.6674 6.0680 3.2321
C -2.6969 -0.5754 3.9925
C -1.3697 0.1975 3.8391
O -1.2348 1.2117 4.8813
C -0.5220 2.3113 4.6637
O -0.0791 2.7013 3.6234
O -0.5418 2.8848 5.8015
C 0.2350 4.0563 5.8750
H -2.7808 -0.9689 5.0055
H -2.8367 -1.2835 3.1757
H -3.4658 0.1506 3.7282
H -1.5371 0.6824 2.8773
H -0.5991 -0.5734 3.8282
H 0.2667 4.3918 6.9116
H -0.2253 4.8081 5.2338
H 1.2361 3.7054 5.6247
C -0.6097 -7.9611 0.6187
C -0.2724 -6.5656 -0.1073
O -0.2062 -5.5917 0.9611
C 0.5091 -4.4638 0.8553
O 1.1033 -4.0177 -0.1736
O 0.5283 -3.7442 1.9642
C 0.0185 -4.1900 3.1774
H 0.2684 -8.3408 1.1410
H -0.9146 -8.6170 -0.1967
H -1.4073 -7.8185 1.3478
H -0.8731 -6.2588 -0.9635
H 0.6405 -6.9525 -0.5601
H 0.6627 -3.7942 3.9626
H -0.0217 -5.2779 3.2316
H -0.9900 -3.7883 3.2757
C -1.1115 2.4447 -4.3449
C -1.8601 2.4688 -3.0161
O -2.4150 3.7518 -2.9211
C -2.3689 4.5086 -1.7864
O -1.6130 4.1424 -0.8825
O -2.9619 5.7177 -1.8767
C -3.0413 6.5988 -0.8261
H -0.5445 1.5146 -4.3058
H -0.3012 3.1735 -4.3622
H -1.7156 2.4328 -5.2521
H -1.3060 2.0970 -2.1543
H -2.7122 1.7890 -3.0177
H -3.7534 6.3974 -0.0259
H -3.1220 7.6417 -1.1325
H -2.1364 6.4921 -0.2279
```

Summary:
* total energy: -7044.68978 Ha
* ⟨S²⟩: 3.7539
* max |F|: 4.681 eV Å⁻¹
* HOMO (spin up / spin down): -14.38 / -14.38 eV
* spin multiplicity: 4
* orbital gap (spin up / spin down): 6.825 / 5.963 eV
* charge: +2